Entry 1:
The following is a quantum chemistry calculation of a molecular structure, C23H39Br4GeO2PSi3Zr, from the OMol25 dataset.

Calculated values
ΔE to the lowest compared entry with this formula, charge and spin = 5.7 kcal/mol
2S+1 = 2
DFT total energy = -399458.1740 eV
⟨S²⟩ = 0.76
total charge = +1

```
74
Properties=species:S:1:pos:R:3:forces:R:3
Zr -0.31610 -0.70655 -0.00003 -2.740 0.211 0.050
Br -7.25870 -2.37995 0.00077 0.914 0.493 0.000
C -5.59440 -1.40835 0.00047 0.083 -0.338 -0.001
C -5.59440 -0.00475 0.00047 0.019 0.342 0.002
Br -7.25870 0.96685 0.00077 0.919 -0.502 -0.001
C -4.36730 0.68665 0.00037 0.254 0.472 -0.009
Br -4.34170 2.62365 0.00037 -3.025 -1.781 -0.141
C -3.12020 -0.00075 0.00017 -4.703 -1.309 -0.038
O -1.96490 0.53805 -0.00003 3.751 0.769 -0.028
C -3.12020 -1.41235 0.00017 -4.539 1.165 0.078
O -1.96490 -1.95115 -0.00003 2.832 -1.140 0.142
C -4.36730 -2.09975 0.00037 0.238 -0.360 0.000
Br -4.34170 -4.03675 0.00027 0.253 1.078 0.010
C 3.58210 3.55905 0.01287 -0.014 0.349 0.005
Si 2.86530 1.83645 0.01517 0.915 -0.191 -0.014
C 3.49960 0.91185 -1.47643 0.050 -0.159 -0.322
C 3.48060 0.92415 1.52217 0.058 -0.145 0.333
Ge 0.53530 1.91385 -0.00003 1.238 0.822 -0.042
Si -0.31760 2.87035 -1.94743 -1.117 0.154 -1.350
C 0.18410 4.66275 -2.07603 0.392 0.257 0.382
C 0.30180 1.95645 -3.45183 0.352 -0.151 -0.133
C -2.18010 2.75705 -1.97153 0.486 0.195 -0.409
Si -0.34260 2.87875 1.93207 -1.143 0.152 1.320
C 0.25220 1.96725 3.44787 0.355 -0.144 0.156
C -2.20560 2.77135 1.92957 0.590 0.221 0.490
C 0.16260 4.67005 2.06257 0.405 0.246 -0.377
H 4.68950 3.49515 0.02037 -0.564 0.135 -0.005
H 3.24140 4.10555 0.91397 0.275 -0.079 -0.509
H 3.25320 4.09815 -0.89703 0.268 -0.078 0.514
H 4.60570 0.84825 -1.42163 -0.555 -0.037 -0.096
H 3.22240 1.44875 -2.40083 0.193 -0.385 0.259
H 3.07120 -0.11115 -1.48993 0.370 0.556 -0.229
H 4.58730 0.85985 1.48177 -0.560 -0.040 0.090
H 3.05170 -0.09865 1.53877 0.357 0.528 0.228
H 3.19200 1.46895 2.43847 0.197 -0.391 -0.251
H 1.28880 4.73965 -2.09973 -0.554 0.222 0.008
H -0.21020 5.22335 -1.20593 0.294 -0.085 -0.508
H -0.23300 5.09415 -3.00893 0.207 -0.249 0.489
H 1.39970 2.05085 -3.52653 -0.448 -0.240 -0.152
H -0.15470 2.39995 -4.36033 0.224 -0.327 0.442
H 0.01770 0.88665 -3.38043 0.228 0.433 -0.266
H -2.60580 3.34225 -1.13733 0.700 -0.401 -1.040
H -2.48930 1.69525 -1.88543 -0.038 0.872 -0.134
H -2.55760 3.17525 -2.92693 0.163 -0.199 0.431
H -0.03470 0.89825 3.37557 0.217 0.423 0.262
H -0.21570 2.41495 4.34847 0.229 -0.333 -0.435
H 1.34910 2.05785 3.53797 -0.444 -0.239 0.147
H -2.51690 1.71035 1.84177 -0.019 0.899 0.149
H -2.61720 3.35605 1.08797 0.777 -0.386 1.098
H -2.59550 3.19325 2.87847 0.168 -0.196 -0.429
H 1.26710 4.74365 2.10227 -0.554 0.225 -0.017
H -0.26680 5.10545 2.98787 0.212 -0.250 -0.483
H -0.21720 5.22915 1.18507 0.287 -0.087 0.513
C 2.20870 -2.59155 -0.26873 1.585 -1.931 0.251
P 0.48210 -3.16325 -0.00003 2.247 -1.182 -0.180
C 0.40370 -3.01145 1.82357 -0.568 -0.368 0.025
C 0.65140 -4.95205 -0.30803 -0.501 -0.643 -0.449
C 0.31420 -5.92735 0.63997 -0.064 -0.053 0.072
C 0.44960 -7.28975 0.35167 0.069 0.325 -0.111
C 0.91230 -7.69955 -0.89523 -0.053 0.130 0.100
C 1.23350 -6.74745 -1.85733 -0.043 0.394 0.212
C 1.09920 -5.38665 -1.56663 -0.015 -0.066 -0.109
H 2.48550 -2.66195 -1.32453 -0.123 0.049 0.011
H 2.92420 -3.17925 0.31457 -0.014 -0.356 -0.147
H 2.30800 -1.54355 0.03017 0.888 -1.528 -0.112
H 1.21910 -3.54735 2.31867 0.063 0.248 -0.171
H -0.54720 -3.39265 2.20767 0.048 0.132 -0.124
H 0.47310 -1.95835 2.11407 0.155 0.333 0.317
H -0.06660 -5.65275 1.61917 0.045 0.037 -0.119
H 0.18590 -8.02995 1.10277 0.042 0.188 -0.101
H 1.01320 -8.75785 -1.11953 -0.020 0.173 0.040
H 1.58270 -7.05985 -2.83773 -0.050 0.110 0.162
H 1.34250 -4.66645 -2.34523 -0.030 -0.070 0.131
H 1.59550 -0.70655 -0.00003 -2.113 3.086 0.121
```
Positions in Å, forces in eV/Å.

***

Entry 2:
The following is a quantum chemistry calculation of a molecular structure, C23H39Cl3N3O3PtSSi, from the OMol25 dataset.

Calculated values
ΔE to the lowest compared entry with this formula, charge and spin = 68.1 kcal/mol
2S+1 = 3
DFT total energy = -94624.2129 eV
⟨S²⟩ = 2.01
total charge = -1

```
74
Properties=species:S:1:pos:R:3:forces:R:3
C 2.85908 -2.55582 -1.38451 0.097 -0.103 -0.088
C 2.28451 -1.66270 -2.45962 -0.289 -0.249 -1.167
H 2.23212 -3.44833 -1.24789 0.103 0.276 0.133
H 2.94386 -2.02170 -0.43568 -0.121 -0.146 -0.096
H 3.86095 -2.92395 -1.68155 -0.322 0.211 0.045
C 2.14909 -2.13633 -3.72204 0.201 0.877 0.530
C 2.48068 -3.53833 -4.12068 0.417 -0.114 -0.113
H 1.90614 -1.45195 -4.54393 -0.047 -0.372 0.509
H 1.92888 -4.28224 -3.54824 0.001 -0.062 0.143
H 3.54935 -3.71240 -3.96870 0.070 -0.233 0.148
H 2.30548 -3.73983 -5.17764 -0.186 0.156 -0.022
Pt 0.81252 1.28563 1.12665 1.938 -1.113 -0.158
Cl 2.88407 0.79911 2.31399 0.622 0.178 0.059
Cl 2.02517 2.81677 -0.25574 0.577 0.904 -0.266
C 0.40574 4.01089 2.00347 -0.199 -2.904 -0.208
O -0.15874 2.86750 2.09959 0.240 2.997 0.850
N -0.30821 5.09619 1.97162 -0.813 1.094 0.085
C -1.74886 4.99299 2.14996 -0.313 0.266 0.108
C 0.26291 6.32981 1.44074 0.271 -0.291 -0.006
H 1.48700 4.09362 1.87390 -0.097 -0.011 0.035
H -1.99117 4.54003 3.12758 0.162 0.078 -0.524
H -2.23134 4.42707 1.34575 0.171 -0.058 0.161
H -2.13410 6.01479 2.13603 -0.111 -0.170 0.060
H 1.23415 6.49698 1.91588 -0.162 0.154 -0.162
H -0.42309 7.14049 1.66080 0.137 0.165 0.089
H 0.39804 6.25562 0.35387 -0.014 0.032 0.216
H -0.22007 -4.46955 3.84548 -0.375 -0.346 -0.134
H -1.44635 -4.11212 1.01864 -0.810 -0.325 0.385
C -1.24235 -4.89835 3.81093 0.122 0.533 0.177
C -2.32678 -4.44015 1.61950 0.489 0.004 -0.465
N -2.14110 -4.07928 3.01527 -0.398 0.398 0.335
H -1.62859 -4.94506 4.83584 0.173 -0.122 -0.099
C -2.66989 -2.92754 3.53499 -0.277 -0.029 -1.294
O -3.34862 -2.11821 2.90332 0.561 -0.977 1.004
H -3.22129 -3.94011 1.22205 0.319 -0.203 0.191
H -2.41723 -2.80561 4.60222 -0.056 0.068 -0.029
H -1.21454 -5.90790 3.38833 0.054 0.209 0.157
H -2.41385 -5.54130 1.55094 -0.163 0.483 0.003
O 1.30975 -0.18621 -0.79791 -1.225 -0.968 -0.173
C 1.98915 -0.20243 -2.06990 0.314 -0.614 0.383
C 0.35665 0.21226 -4.08134 0.307 0.451 -0.366
C 1.36632 0.63639 -3.19819 0.258 0.083 -0.039
H -0.03421 -0.80446 -4.02860 -0.017 0.467 0.160
C -0.08190 1.06697 -5.11474 0.042 -0.298 0.817
H 3.00532 0.21241 -1.86972 -0.696 0.130 0.032
C 1.92940 1.90446 -3.38597 -0.267 -0.047 -0.246
H -0.86533 0.71665 -5.78999 0.219 0.153 0.152
C 0.42853 2.35948 -5.21949 0.156 0.117 0.040
C 1.45882 2.77407 -4.36726 -0.259 -0.238 0.090
H 2.72445 2.22037 -2.71852 -0.147 -0.024 -0.106
H 0.01689 3.04841 -5.95960 0.182 -0.198 0.105
H 1.88189 3.77888 -4.42219 -0.165 -0.262 -0.136
Si -0.50439 -0.48858 -0.46304 -1.753 2.595 -2.465
Cl -0.07073 -2.39802 0.32723 0.913 -0.989 0.853
C -1.67834 -1.19024 -1.84161 0.318 -0.426 -0.046
C -0.85097 1.38810 -1.10581 1.307 0.857 -0.152
C -1.88813 -0.03359 0.81637 0.148 -1.283 1.349
H -1.77143 -0.50583 -2.70056 -0.074 -0.413 0.375
H -2.66556 -1.27440 -1.33520 0.533 -0.081 -0.364
H -1.35540 -2.18786 -2.18410 -0.298 0.235 -0.022
H -2.32303 -0.95006 1.22459 -0.021 0.116 0.259
H -2.67676 0.51646 0.32650 -0.107 0.055 -0.462
H -1.56756 0.58410 1.66545 -0.395 -0.233 -0.509
H -1.21161 1.35655 -2.14693 -0.008 0.120 0.369
H 0.08571 1.97003 -1.11702 -0.731 0.097 -0.546
H -1.54831 1.94591 -0.46923 -0.063 0.000 -0.324
S -1.16877 -0.03851 5.33417 1.138 0.139 -0.730
C 0.21802 -1.04648 5.00303 -0.187 0.543 -1.050
C 0.73645 -0.74213 3.76169 -0.182 0.049 1.037
N 0.11797 0.30810 3.11343 -1.730 0.197 1.596
C -0.88494 0.81144 3.84772 1.648 -1.930 -0.090
H 0.62713 -1.74712 5.71423 -0.240 -0.054 -0.041
H 1.65326 -1.17997 3.34921 -0.707 0.260 0.001
H -1.48195 1.65612 3.58216 -0.181 0.139 -0.343
```
Positions in Å, forces in eV/Å.